# 1
Molecular formula: C42H40AsCl3GeN3OS4SiW
Method: DFT, ωB97M-V/def2-TZVPD

Calculated values
energy relative to the best compared isomer or geometry (same formula, charge and spin)	63.01	kcal/mol
orbital gap (alpha / beta)	6.207 / 6.715	eV
highest occupied orbital energy (alpha / beta)	-7.30 / -7.98	eV
expectation value of S²	0.770

Structure (ORCA input):
```
! wB97M-V def2-TZVPD RIJCOSX def2/J DEFGRID3
* xyz 0 2
W -0.04 -1.13 0.45
C 3.48 -2.90 1.96
C 2.23 -2.13 2.15
N 1.78 -1.32 1.25
N 1.93 -1.63 -0.11
C 3.02 -1.05 -0.78
S 3.46 0.46 -0.67
S 4.12 -2.29 -1.50
C 3.75 -2.26 -3.28
C 3.05 -3.55 -3.70
C 3.40 -4.15 -4.90
C 2.74 -5.29 -5.34
C 1.73 -5.85 -4.56
C 1.40 -5.26 -3.34
C 2.06 -4.13 -2.91
C 1.45 -2.22 3.37
C 2.05 -2.61 4.58
C 1.32 -2.71 5.74
C -0.06 -2.43 5.69
C -0.68 -2.08 4.52
C 0.07 -1.97 3.34
O -0.60 -1.67 2.24
H 3.70 -3.02 0.91
H 3.39 -3.88 2.43
H 4.32 -2.37 2.43
H 4.68 -2.16 -3.82
H 3.15 -1.37 -3.45
H 4.18 -3.71 -5.51
H 3.01 -5.75 -6.28
H 1.21 -6.74 -4.90
H 0.62 -5.69 -2.72
H 1.80 -3.70 -1.95
H 3.12 -2.81 4.60
H 1.79 -2.99 6.66
H -0.65 -2.51 6.60
H -1.75 -1.90 4.47
S -0.61 -1.55 -2.01
C 0.35 -0.54 -3.12
C 0.53 -0.98 -4.44
C 1.28 -0.22 -5.32
C 1.88 0.97 -4.90
C 1.67 1.42 -3.61
C 0.87 0.69 -2.75
As 0.39 1.14 -0.95
C -1.41 1.85 -1.39
C -1.96 2.83 -0.57
C -3.23 3.34 -0.82
C -3.96 2.89 -1.90
C -3.41 1.93 -2.74
C -2.15 1.41 -2.48
C 1.11 2.92 -0.64
C 1.86 3.21 0.49
C 2.31 4.51 0.71
C 2.02 5.51 -0.21
C 1.28 5.21 -1.35
C 0.82 3.92 -1.56
H 0.10 -1.92 -4.75
H 1.42 -0.57 -6.34
H 2.49 1.54 -5.58
H 2.14 2.33 -3.27
H -1.39 3.22 0.27
H -3.64 4.10 -0.16
H -4.95 3.28 -2.10
H -3.97 1.58 -3.60
H -1.75 0.66 -3.15
H 2.09 2.44 1.20
H 2.90 4.73 1.59
H 2.38 6.52 -0.04
H 1.06 5.98 -2.07
H 0.23 3.70 -2.44
C -1.79 1.86 5.10
Si -2.62 2.63 3.64
C -4.31 3.20 4.17
C -1.71 4.12 3.02
C -2.88 1.38 2.26
C -4.14 1.07 1.79
C -4.31 0.21 0.71
C -3.20 -0.37 0.15
N -1.98 -0.13 0.61
C -1.80 0.74 1.60
S -0.12 1.02 1.94
H -1.59 2.63 5.86
H -0.84 1.39 4.84
H -2.44 1.11 5.55
H -4.21 3.95 4.96
H -4.92 2.38 4.57
H -4.87 3.66 3.34
H -1.64 4.86 3.82
H -2.26 4.58 2.18
H -0.70 3.89 2.68
H -5.01 1.53 2.25
H -5.29 -0.01 0.30
H -3.26 -1.01 -0.72
Cl 0.31 -3.90 0.56
Ge -1.90 -3.28 0.07
Cl -2.43 -5.23 -0.82
Cl -3.05 -3.59 1.97
*
```

---

# 2
Molecular formula: C5H7N
Method: DFT, ωB97M-V/def2-TZVPD

Calculated values
energy relative to the best compared isomer or geometry (same formula, charge and spin)	146.04	kcal/mol
orbital gap	9.637	eV
highest occupied orbital energy	-8.86	eV

Structure (ORCA input):
```
! wB97M-V def2-TZVPD RIJCOSX def2/J DEFGRID3
* xyz 0 1
C -0.86 1.11 1.47
C 0.06 0.62 0.17
C -0.58 -0.53 0.46
C 0.54 -2.44 -1.82
C 1.01 -1.36 -2.05
N 0.75 1.37 -0.57
H -0.11 1.66 2.06
H -1.61 1.77 1.05
H -1.36 0.41 2.14
H -0.09 -1.19 1.18
H 0.11 -3.40 -1.64
H 1.39 -0.36 -2.20
H 0.76 2.34 -0.26
*
```

---

# 3
Molecular formula: C5H8S
Method: DFT, ωB97M-V/def2-TZVPD

Calculated values
energy relative to the best compared isomer or geometry (same formula, charge and spin)	38.06	kcal/mol
orbital gap	9.039	eV
SMILES string	CC1=CS[C@H]1C
highest occupied orbital energy	-8.05	eV

Structure (ORCA input):
```
! wB97M-V def2-TZVPD RIJCOSX def2/J DEFGRID3
* xyz 0 1
C 1.20 1.28 0.22
C 0.08 0.77 -0.21
C 0.60 -0.67 -0.51
C -1.34 1.26 -0.07
C 0.03 -1.89 0.28
S 2.41 0.03 -0.04
H 1.40 2.23 0.57
H 0.66 -0.89 -1.53
H -1.80 0.56 0.60
H -1.73 1.54 -1.05
H -1.29 2.16 0.55
H -0.44 -1.53 1.20
H 0.88 -2.57 0.52
H -0.66 -2.30 -0.54
*
```

---

# 4
Molecular formula: C4H13NO2
Method: DFT, ωB97M-V/def2-TZVPD

Calculated values
energy relative to the best compared isomer or geometry (same formula, charge and spin)	48.64	kcal/mol
orbital gap	8.588	eV
SMILES string	CC/C=C/N.O.O
highest occupied orbital energy	-7.86	eV

Structure (ORCA input):
```
! wB97M-V def2-TZVPD RIJCOSX def2/J DEFGRID3
* xyz 0 1
C 2.45 0.16 -0.66
C 2.02 -0.74 0.49
C 0.65 -0.41 0.99
C 0.19 0.78 1.40
N -1.17 1.00 1.78
H 1.56 0.15 -1.40
H 3.40 -0.05 -0.97
H 2.42 1.16 -0.34
H 2.02 -1.90 -0.02
H 2.68 -0.79 1.36
H 0.04 -1.31 1.18
H 0.86 1.62 1.70
H -1.30 1.98 2.15
H -1.96 0.74 1.20
H -0.62 -1.09 -3.55
H -0.02 -0.74 -2.09
O -0.89 -1.03 -2.59
H -4.43 -0.32 0.30
H -3.79 0.24 -0.88
O -4.11 0.53 -0.07
*
```

---

# 5
Molecular formula: C4H13NO
Method: DFT, ωB97M-V/def2-TZVPD

Calculated values
energy relative to the best compared isomer or geometry (same formula, charge and spin)	29.35	kcal/mol
orbital gap	10.040	eV
SMILES string	CCCNC.O
highest occupied orbital energy	-9.15	eV

Structure (ORCA input):
```
! wB97M-V def2-TZVPD RIJCOSX def2/J DEFGRID3
* xyz 0 1
N -1.46 1.81 -0.14
C -1.21 3.00 0.62
C 0.92 -1.04 -0.23
C -0.27 1.05 0.19
C -0.13 -0.19 -0.80
H -1.54 2.04 -1.14
H -2.15 3.54 0.42
H -0.37 3.61 0.24
H -1.10 2.87 1.71
H 0.67 -1.38 0.79
H 1.84 -0.43 -0.18
H 1.12 -1.92 -0.86
H -0.36 0.66 1.23
H 0.74 1.49 0.09
H -1.06 -0.78 -0.91
H 0.14 0.18 -1.81
O 1.35 -4.80 0.65
H 1.92 -5.46 0.19
H 0.95 -4.27 -0.07
*
```

---

# 6
Molecular formula: C37H92N3O13PS9
Method: DFT, ωB97M-V/def2-TZVPD

Calculated values
orbital gap	8.235	eV
highest occupied orbital energy	-8.15	eV

Structure (ORCA input):
```
! wB97M-V def2-TZVPD RIJCOSX def2/J DEFGRID3
* xyz 0 1
C -3.69 -0.07 2.45
N -3.18 -0.97 1.42
C -2.10 -0.37 0.61
C -0.80 -1.20 0.58
C -0.81 -2.37 -0.43
C -2.16 -2.92 -0.93
C -2.24 -4.45 -0.91
C -2.67 -4.93 0.48
C -3.25 -4.93 -1.95
C -0.54 -1.68 2.00
O -0.69 -2.77 2.44
N 0.01 -0.63 2.75
C 0.65 0.33 1.83
C 2.13 0.54 2.20
C 2.40 1.10 3.59
O 2.08 0.17 4.63
P -0.12 2.02 2.02
O -0.90 2.16 3.28
C 0.50 -0.34 0.44
C 0.69 0.51 -0.82
C 2.12 0.43 -1.38
C 2.58 -0.98 -1.80
C 3.97 -1.31 -1.26
N 3.88 -1.76 0.17
C 4.65 -2.93 0.42
C 3.85 -4.21 0.53
O 5.84 -2.91 0.49
H -4.31 -0.65 3.15
H -2.85 0.34 3.01
H -4.30 0.76 2.07
H -3.94 -1.23 0.81
H -2.44 -0.19 -0.42
H -1.90 0.60 1.04
H -0.22 -2.06 -1.30
H -0.26 -3.19 0.04
H -2.35 -2.58 -1.95
H -2.98 -2.54 -0.32
H -1.25 -4.86 -1.12
H -2.63 -6.02 0.57
H -3.71 -4.62 0.66
H -2.06 -4.48 1.27
H -3.29 -6.02 -2.03
H -3.01 -4.53 -2.95
H -4.24 -4.53 -1.69
H 0.66 -1.01 3.43
H 2.60 1.22 1.47
H 2.64 -0.42 2.09
H 1.86 2.04 3.76
H 3.47 1.33 3.68
H 1.21 0.41 4.99
H -0.85 2.31 0.85
H 0.96 2.91 1.93
H 1.30 -1.09 0.46
H 0.46 1.56 -0.62
H -0.02 0.20 -1.59
H 2.82 0.83 -0.64
H 2.19 1.09 -2.25
H 2.60 -1.05 -2.89
H 1.91 -1.75 -1.43
H 4.42 -2.11 -1.85
H 4.62 -0.44 -1.30
H 4.32 -1.02 0.72
H 4.27 -4.82 1.34
H 2.80 -4.01 0.71
H 3.96 -4.77 -0.40
C -0.32 5.85 5.24
S -0.29 5.37 3.51
O 1.13 5.40 3.08
C -1.06 6.86 2.87
H 0.17 5.05 5.78
H 0.23 6.78 5.37
H -1.35 5.96 5.58
H -0.46 7.73 3.15
H -2.07 6.94 3.26
H -1.09 6.77 1.78
C 4.37 5.02 6.06
S 2.73 4.52 6.56
O 2.32 5.43 7.67
C 3.22 2.96 7.31
H 4.28 6.01 5.60
H 5.02 5.07 6.94
H 4.76 4.31 5.33
H 3.94 3.16 8.10
H 3.64 2.31 6.55
H 2.32 2.51 7.73
C 5.96 -0.75 -5.98
S 4.64 0.45 -5.78
O 4.35 0.52 -4.32
C 3.34 -0.55 -6.51
H 6.86 -0.32 -5.53
H 5.68 -1.66 -5.46
H 6.13 -0.93 -7.04
H 3.26 -1.48 -5.95
H 3.57 -0.74 -7.55
H 2.41 0.02 -6.43
C -8.83 -4.68 -1.60
S -7.54 -3.50 -1.19
O -6.44 -3.71 -2.16
C -7.05 -4.28 0.35
H -9.25 -4.39 -2.56
H -8.38 -5.68 -1.67
H -9.59 -4.64 -0.82
H -6.74 -5.31 0.14
H -7.89 -4.26 1.04
H -6.22 -3.71 0.75
C -10.62 -0.26 0.21
S -9.69 -1.57 1.00
O -10.52 -2.81 0.92
C -9.84 -0.93 2.67
H -10.71 -0.48 -0.85
H -11.62 -0.21 0.65
H -10.08 0.68 0.36
H -10.90 -0.84 2.93
H -9.34 0.03 2.73
H -9.35 -1.64 3.34
C 7.44 0.24 0.25
S 6.40 0.24 1.69
O 5.03 0.65 1.22
C 7.07 1.67 2.54
H 7.10 -0.60 -0.35
H 7.33 1.19 -0.27
H 8.48 0.09 0.55
H 7.00 2.54 1.89
H 8.11 1.48 2.80
H 6.47 1.81 3.44
C 10.74 3.82 -1.80
S 9.23 3.98 -0.84
O 9.10 2.73 -0.04
C 8.09 3.73 -2.19
H 11.57 3.87 -1.11
H 10.73 2.86 -2.31
H 10.79 4.64 -2.52
H 8.30 2.77 -2.67
H 8.17 4.54 -2.92
H 7.09 3.72 -1.76
C -12.45 -3.92 -1.81
S -12.30 -2.52 -2.92
O -12.66 -1.32 -2.12
C -13.72 -2.90 -3.94
H -11.68 -3.80 -1.04
H -13.44 -3.88 -1.34
H -12.32 -4.84 -2.36
H -14.61 -2.95 -3.31
H -13.55 -3.85 -4.46
H -13.83 -2.10 -4.67
C 4.75 3.10 -4.55
S 5.92 2.00 -5.35
O 7.28 2.37 -4.84
C 5.79 2.71 -7.00
H 4.73 2.84 -3.50
H 5.08 4.13 -4.68
H 3.76 2.95 -4.99
H 6.05 3.77 -6.95
H 4.77 2.57 -7.37
H 6.49 2.18 -7.63
*
```

---

# 7
Molecular formula: C2H6N2S2
Method: DFT, ωB97M-V/def2-TZVPD

Calculated values
energy relative to the best compared isomer or geometry (same formula, charge and spin)	60.97	kcal/mol
orbital gap	8.616	eV
SMILES string	CS/N=C/NS
highest occupied orbital energy	-7.94	eV

Structure (ORCA input):
```
! wB97M-V def2-TZVPD RIJCOSX def2/J DEFGRID3
* xyz 0 1
C -1.62 -0.34 1.98
C 0.47 0.80 -0.94
H -0.60 -0.87 2.03
H -2.60 -0.90 1.50
H -1.82 0.20 3.16
H 0.16 1.92 -1.17
H 1.94 0.99 -2.25
H 2.51 -1.90 -1.28
N -0.08 0.16 0.02
N 1.36 0.24 -1.85
S -1.14 1.08 1.03
S 1.42 -1.39 -2.22
*
```

---

# 8
Molecular formula: C4H7ClO
Method: DFT, ωB97M-V/def2-TZVPD

Calculated values
energy relative to the best compared isomer or geometry (same formula, charge and spin)	35.01	kcal/mol
orbital gap	11.281	eV
SMILES string	C[C@]1(CCl)CO1
highest occupied orbital energy	-10.37	eV

Structure (ORCA input):
```
! wB97M-V def2-TZVPD RIJCOSX def2/J DEFGRID3
* xyz 0 1
C -0.71 1.66 0.04
C -0.71 0.15 0.01
C 0.51 -0.58 0.58
C -1.56 -0.65 -0.79
H -1.58 2.23 -0.30
H -0.41 2.07 1.01
H 0.14 1.95 -0.59
H 0.39 -1.58 0.44
H 0.53 -0.36 1.66
H -1.26 -1.55 -1.22
H -2.37 -0.12 -1.36
O -1.85 -0.60 0.56
Cl 2.01 -0.08 -0.19
*
```

---

# 9
Molecular formula: C55H45O3P3RhSSi
Method: DFT, ωB97M-V/def2-TZVPD

Calculated values
energy relative to the best compared isomer or geometry (same formula, charge and spin)	0.00	kcal/mol
orbital gap	7.531	eV
highest occupied orbital energy	-10.88	eV

Structure (ORCA input):
```
! wB97M-V def2-TZVPD RIJCOSX def2/J DEFGRID3
* xyz 1 1
Rh -0.51 0.30 0.16
C 3.45 1.53 4.38
C 3.89 0.30 3.90
C 3.27 -0.27 2.81
C 2.19 0.37 2.18
C 1.76 1.59 2.67
C 2.39 2.17 3.77
P 1.52 -0.40 0.68
C 1.69 -2.16 1.05
C 2.45 -3.00 0.24
C 2.72 -4.29 0.65
C 2.22 -4.75 1.86
C 1.43 -3.93 2.65
C 1.16 -2.64 2.25
C 2.72 -0.11 -0.64
C 4.09 0.03 -0.44
C 4.91 0.18 -1.55
C 4.36 0.20 -2.83
C 2.99 0.07 -3.01
C 2.16 -0.09 -1.90
Si 0.28 -0.13 -1.94
C -0.38 -1.67 -2.73
C -0.12 -2.01 -4.07
C -0.79 -3.07 -4.66
C -1.75 -3.78 -3.93
C -1.99 -3.47 -2.61
C -1.29 -2.43 -2.00
P -1.55 -1.98 -0.25
C -3.34 -1.62 -0.36
C -4.35 -2.32 0.28
C -5.67 -1.94 0.10
C -5.99 -0.87 -0.73
C -4.98 -0.18 -1.38
C -3.66 -0.56 -1.20
C -1.37 -3.65 0.53
C -0.61 -4.60 -0.15
C -0.52 -5.91 0.30
C -1.18 -6.29 1.46
C -1.90 -5.35 2.17
C -1.99 -4.04 1.72
C -0.17 1.39 -2.95
C -0.43 1.44 -4.32
C -0.37 2.65 -4.99
C 0.00 3.81 -4.32
C 0.23 3.78 -2.95
C 0.07 2.58 -2.26
P 0.13 2.48 -0.44
C -1.16 3.64 0.17
C -1.53 3.53 1.50
C -2.43 4.42 2.06
C -2.98 5.43 1.29
C -2.62 5.55 -0.04
C -1.71 4.66 -0.60
C 1.68 3.35 -0.04
C 1.75 4.24 1.03
C 2.94 4.89 1.33
C 4.07 4.66 0.55
C 4.00 3.79 -0.52
C 2.82 3.14 -0.82
H 3.93 1.98 5.24
H 4.72 -0.21 4.38
H 3.62 -1.23 2.45
H 0.91 2.08 2.24
H 2.03 3.12 4.15
H 2.87 -2.64 -0.70
H 3.33 -4.94 0.03
H 2.44 -5.76 2.18
H 1.02 -4.30 3.58
H 0.54 -1.99 2.86
H 4.52 0.03 0.55
H 5.98 0.30 -1.42
H 5.01 0.33 -3.69
H 2.58 0.12 -4.01
H 0.61 -1.46 -4.64
H -0.58 -3.33 -5.69
H -2.29 -4.58 -4.41
H -2.73 -4.03 -2.05
H -4.13 -3.16 0.92
H -6.46 -2.49 0.60
H -7.02 -0.58 -0.87
H -5.21 0.65 -2.04
H -2.88 0.00 -1.71
H -0.08 -4.34 -1.05
H 0.07 -6.62 -0.26
H -1.11 -7.31 1.81
H -2.41 -5.62 3.09
H -2.55 -3.33 2.30
H -0.65 0.54 -4.87
H -0.58 2.69 -6.05
H 0.10 4.74 -4.86
H 0.53 4.68 -2.44
H -1.13 2.74 2.13
H -2.70 4.32 3.11
H -3.69 6.13 1.73
H -3.05 6.33 -0.66
H -1.48 4.77 -1.65
H 0.88 4.44 1.63
H 2.98 5.58 2.16
H 5.00 5.17 0.78
H 4.88 3.62 -1.14
H 2.78 2.47 -1.67
C -3.52 0.50 3.66
S -2.17 0.08 2.62
O -2.00 -1.36 2.64
O -0.98 0.79 3.08
O -2.55 0.59 1.27
H -3.31 0.14 4.66
H -4.42 0.02 3.27
H -3.64 1.58 3.66
*
```

---

Results for strongest force on any atom: 2.8, 0.6, 2.7, 4.0, 4.3, 6.6, 4.1, 3.8, 1.3 (in eV/Å, following the order of the records).